Density functional theory data (ωB97M-V/def2-TZVPD) for a structure of composition C10H18N2O5 in a non-equilibrium geometry.

Geometry (Å):
C (0.107, 0.445, 1.802)
C (0.525, -0.544, 0.671)
C (-1.060, -0.350, 2.344)
C (-1.638, 0.387, 3.519)
C (-1.925, 1.836, 3.154)
C (-0.810, 0.457, 4.684)
C (1.052, -0.479, -1.790)
C (2.480, -0.658, -2.461)
C (0.056, 0.253, -2.765)
C (-1.347, -0.022, -2.423)
H (-0.945, 1.823, 0.525)
H (-0.529, 2.541, 2.002)
H (1.034, 0.251, 2.343)
H (-1.887, -0.548, 1.526)
H (-0.620, -1.382, 2.661)
H (-2.677, 0.138, 3.835)
H (-0.917, 2.691, 3.649)
H (-2.110, 2.176, 1.804)
H (-2.961, 1.709, 3.969)
H (0.112, 1.265, 4.922)
H (-0.298, -0.632, 4.619)
H (-1.453, -0.068, 5.731)
H (0.977, 1.188, -0.485)
H (0.707, -1.588, -1.759)
H (0.022, -0.306, -3.691)
H (-0.041, 1.290, -2.598)
H (-3.156, -1.027, -2.866)
H (3.190, -1.069, -0.696)
N (-0.115, 1.815, 1.210)
N (1.084, 0.172, -0.442)
O (0.329, -1.756, 0.820)
O (2.552, -0.614, -3.691)
O (-1.850, 0.406, -1.311)
O (-2.059, -1.007, -3.097)
O (3.545, -0.817, -1.633)

## Properties
- frontier orbital gap (eV) = 9.53
- charge = 0
- ΔE to the lowest compared entry with this formula, charge and spin (kcal per mole) = 237.7
- M (g mol⁻¹) = 246.3
- energy (Ha) = -877.2608

---

Density functional theory data (ωB97M-V/def2-TZVPD) for a structure of composition C25H23FeN6O3S2.

Geometry (Å):
Fe (2.196, 0.803, -2.871)
C (-5.714, -4.474, 7.076)
O (-5.939, -4.505, 5.676)
C (-5.027, -3.884, 4.885)
C (-5.269, -3.935, 3.515)
C (-4.395, -3.333, 2.633)
C (-3.258, -2.666, 3.089)
C (-3.033, -2.619, 4.449)
C (-3.905, -3.223, 5.359)
C (-2.347, -2.037, 2.101)
N (-2.587, -1.933, 0.825)
C (-1.476, -1.293, 0.298)
C (-0.571, -1.017, 1.277)
N (-1.140, -1.498, 2.432)
C (0.699, -0.355, 1.065)
C (1.619, -0.037, 2.029)
C (2.810, 0.626, 1.659)
C (3.013, 0.897, 0.320)
N (2.153, 0.595, -0.648)
C (0.956, -0.008, -0.292)
C (0.016, -0.242, -1.301)
N (0.335, 0.200, -2.561)
C (-0.524, -0.013, -3.571)
C (-1.734, -0.645, -3.411)
C (-2.092, -1.099, -2.119)
C (-1.231, -0.899, -1.075)
H (-6.530, -5.026, 7.533)
H (-5.716, -3.451, 7.458)
H (-4.767, -4.951, 7.339)
H (-6.152, -4.455, 3.163)
H (-4.574, -3.366, 1.564)
H (-2.171, -2.095, 4.846)
H (-3.695, -3.157, 6.416)
H (-0.725, -1.483, 3.345)
H (1.432, -0.289, 3.068)
H (3.556, 0.914, 2.387)
H (3.933, 1.380, 0.009)
H (-0.217, 0.359, -4.540)
H (-2.385, -0.783, -4.263)
H (-3.033, -1.604, -1.938)
N (3.879, 1.160, -3.489)
N (4.545, 0.022, -3.928)
C (3.863, -1.165, -3.823)
O (4.393, -2.234, -4.103)
O (2.628, -0.980, -3.401)
H (4.136, 1.961, -4.046)
H (3.898, 2.479, -1.818)
H (5.525, 0.037, -4.134)
C (4.114, 6.081, -2.692)
C (3.472, 4.701, -2.572)
S (4.379, 3.683, -1.451)
C (2.353, 4.369, -3.224)
C (1.658, 5.387, -4.114)
S (1.390, 2.881, -3.216)
H (5.013, 6.146, -2.079)
H (3.439, 6.876, -2.366)
H (4.412, 6.298, -3.721)
H (2.059, 6.392, -4.005)
H (0.592, 5.414, -3.878)
H (1.739, 5.093, -5.166)

## Properties
- frontier orbital gap (spin up / spin down) (eV) = 4.30 / 6.68
- charge = -1
- expectation value of S² = 6.07
- 2S+1 = 5
- M (g mol⁻¹) = 575.5
- energy (Ha) = -3580.9271

---

Density functional theory data (ωB97M-V/def2-TZVPD) for the ion C8H13N4 with charge +1 in a non-equilibrium geometry.

Geometry (Å):
C (0.586, 2.189, -0.594)
N (0.185, 0.802, -1.077)
C (1.325, -0.226, -0.839)
C (0.933, -0.687, 0.528)
C (1.378, -1.447, 1.562)
N (2.636, -1.763, 1.937)
N (0.348, -1.608, 2.462)
N (-0.800, -1.102, 1.942)
C (-0.479, -0.463, 0.766)
C (-1.120, 0.296, -0.539)
C (-2.382, -0.313, -1.352)
C (-2.452, 0.962, -0.526)
H (1.087, 2.268, 0.450)
H (1.314, 2.539, -1.293)
H (-0.441, 2.742, -0.697)
H (0.127, 0.971, -2.113)
H (2.374, 0.186, -0.866)
H (1.252, -0.957, -1.715)
H (3.266, -1.845, 1.141)
H (2.603, -2.642, 2.427)
H (-1.610, -1.015, 2.560)
H (-2.568, -1.324, -1.008)
H (-2.230, -0.404, -2.432)
H (-2.358, 1.885, -1.112)
H (-2.974, 0.954, 0.388)

## Properties
- frontier orbital gap (eV) = 8.71
- charge = +1
- ΔE to the lowest compared entry with this formula, charge and spin (kcal per mole) = 92.1
- SMILES = C[N@H+]1Cc2c(N)n[nH]c2C12CC2
- M (g mol⁻¹) = 165.2
- energy (Ha) = -531.2984

---

Density functional theory data (ωB97M-V/def2-TZVPD) for a structure of composition C46H40CoN7O5P in a non-equilibrium geometry.

Geometry (Å):
Co (0.746, 0.262, -0.417)
O (-2.835, 0.862, 2.469)
N (-2.810, 0.390, 1.182)
C (-3.953, 0.404, 0.666)
C (-4.268, -0.062, -0.688)
C (-5.657, -0.139, -0.872)
C (-6.235, -0.571, -2.043)
C (-5.412, -0.940, -3.088)
C (-4.042, -0.849, -2.942)
C (-3.410, -0.418, -1.770)
P (-1.524, -0.291, -1.996)
C (-1.323, -1.881, -2.941)
C (-0.975, -3.015, -2.209)
C (-0.850, -4.254, -2.816)
C (-1.073, -4.389, -4.176)
C (-1.410, -3.270, -4.921)
C (-1.526, -2.028, -4.313)
C (-1.634, 0.953, -3.359)
C (-2.633, 1.925, -3.332)
C (-2.731, 2.881, -4.330)
C (-1.823, 2.899, -5.376)
C (-0.810, 1.954, -5.406)
C (-0.716, 0.997, -4.408)
H (-1.900, 0.858, 2.703)
H (-4.805, 0.750, 1.256)
H (-6.295, 0.153, -0.046)
H (-7.312, -0.613, -2.140)
H (-5.832, -1.287, -4.024)
H (-3.438, -1.126, -3.789)
H (-0.765, -2.931, -1.154)
H (-0.569, -5.113, -2.219)
H (-0.970, -5.355, -4.654)
H (-1.593, -3.360, -5.984)
H (-1.763, -1.176, -4.934)
H (-3.357, 1.929, -2.526)
H (-3.526, 3.616, -4.294)
H (-1.907, 3.636, -6.164)
H (-0.086, 1.953, -6.212)
H (0.071, 0.261, -4.477)
O (-2.149, -6.349, 3.767)
C (-2.535, -5.510, 2.780)
O (-3.523, -5.757, 2.151)
C (-1.680, -4.317, 2.523)
C (-0.686, -3.865, 3.390)
C (0.083, -2.762, 3.081)
C (-0.089, -2.073, 1.869)
C (-1.132, -2.495, 1.042)
C (-1.908, -3.587, 1.359)
N (0.710, -0.987, 1.470)
C (1.881, -0.907, 2.002)
C (2.775, 0.179, 1.732)
C (4.051, 0.246, 2.299)
C (4.829, 1.358, 2.069)
C (4.298, 2.395, 1.312)
C (3.040, 2.228, 0.757)
N (2.314, 1.137, 0.922)
H (-1.314, -6.075, 4.157)
H (-0.512, -4.342, 4.348)
H (0.793, -2.416, 3.819)
H (-1.321, -1.928, 0.147)
H (-2.707, -3.907, 0.702)
H (2.251, -1.702, 2.644)
H (4.407, -0.580, 2.903)
H (5.830, 1.430, 2.471)
H (4.857, 3.304, 1.140)
H (2.594, 3.008, 0.150)
C (-0.704, 4.920, 1.472)
N (-1.152, 4.079, 0.372)
C (-2.050, 4.660, -0.611)
C (-0.644, 2.880, 0.238)
N (-0.216, 1.810, 0.252)
H (-0.125, 5.767, 1.095)
H (-0.084, 4.339, 2.150)
H (-1.567, 5.300, 2.022)
H (-1.704, 5.662, -0.869)
H (-3.065, 4.726, -0.210)
H (-2.040, 4.056, -1.512)
N (3.679, -5.401, -4.143)
C (3.247, -4.535, -3.520)
C (2.709, -3.453, -2.760)
C (2.660, -3.503, -1.372)
C (2.145, -2.436, -0.648)
C (1.617, -1.288, -1.254)
C (1.694, -1.281, -2.654)
C (2.235, -2.308, -3.400)
H (3.023, -4.385, -0.857)
H (2.171, -2.544, 0.428)
H (1.352, -0.409, -3.184)
H (2.289, -2.234, -4.480)
O (3.697, 0.601, -1.690)
C (2.967, 1.462, -2.139)
C (3.454, 2.561, -3.079)
C (2.285, 3.522, -3.136)
C (1.179, 2.803, -2.361)
O (0.070, 3.301, -2.222)
N (1.620, 1.612, -1.859)
H (3.683, 2.105, -4.043)
H (4.373, 2.994, -2.686)
H (1.931, 3.745, -4.142)
H (2.487, 4.476, -2.645)

## Properties
- frontier orbital gap (spin up / spin down) (eV) = 6.57 / 6.53
- charge = 0
- expectation value of S² = 0.77
- 2S+1 = 2
- M (g mol⁻¹) = 860.8
- energy (Ha) = -4260.4710

---

Density functional theory data (ωB97M-V/def2-TZVPD) for a cluster of 17 separate species, C27H92N26O17 in total in a non-equilibrium geometry.

Geometry (Å):
O (2.765, -2.510, 3.014)
H (3.467, -3.048, 2.644)
H (2.646, -2.905, 3.920)
O (0.709, 2.620, -2.806)
H (1.327, 2.557, -3.546)
H (1.074, 3.230, -2.164)
C (5.106, -0.106, -4.628)
C (3.613, -0.301, -5.165)
C (3.377, -1.720, -5.709)
O (2.014, -1.681, -5.991)
C (1.738, -2.457, -7.085)
N (2.701, 0.006, -4.049)
H (5.095, -0.400, -3.575)
H (5.581, 0.860, -4.739)
H (5.809, -0.782, -5.148)
H (3.481, 0.389, -6.033)
H (3.630, -2.470, -4.968)
H (3.851, -1.982, -6.626)
H (0.715, -2.380, -7.442)
H (2.081, -3.534, -6.966)
H (2.456, -2.101, -7.863)
H (2.921, 0.881, -3.635)
H (1.740, 0.012, -4.404)
C (-0.510, -3.278, 0.356)
C (-0.079, -3.609, 1.752)
C (-1.246, -3.252, 2.696)
O (-1.841, -2.013, 2.596)
C (-2.823, -1.825, 3.600)
N (0.323, -5.024, 1.990)
H (-0.832, -2.253, 0.219)
H (-1.335, -3.914, -0.067)
H (0.277, -3.470, -0.333)
H (0.742, -2.955, 2.066)
H (-0.959, -3.403, 3.800)
H (-2.007, -4.143, 2.517)
H (-3.534, -1.010, 3.258)
H (-2.343, -1.459, 4.546)
H (-3.401, -2.768, 3.801)
H (1.183, -5.229, 1.473)
H (-0.491, -5.588, 1.707)
C (-3.842, -1.854, -1.150)
C (-3.439, -0.649, -1.974)
C (-4.471, -0.395, -3.077)
O (-5.617, 0.015, -2.452)
C (-6.597, 0.319, -3.381)
N (-3.104, 0.602, -1.236)
H (-3.167, -2.143, -0.313)
H (-3.991, -2.721, -1.806)
H (-4.888, -1.685, -0.716)
H (-2.528, -0.962, -2.486)
H (-4.546, -1.330, -3.647)
H (-4.130, 0.418, -3.658)
H (-6.313, 1.158, -4.025)
H (-7.489, 0.574, -2.788)
H (-6.862, -0.556, -4.005)
H (-3.066, 1.317, -1.951)
H (-3.833, 0.785, -0.548)
C (-2.216, 6.396, 0.289)
C (-1.252, 5.433, -0.451)
C (0.002, 6.193, -0.693)
O (0.858, 5.403, -1.458)
C (2.222, 5.872, -1.523)
N (-1.050, 4.222, 0.401)
H (-2.330, 7.348, -0.247)
H (-1.858, 6.510, 1.331)
H (-3.179, 5.958, 0.211)
H (-1.717, 5.118, -1.376)
H (0.444, 6.513, 0.284)
H (-0.246, 7.114, -1.212)
H (2.766, 5.840, -0.551)
H (2.195, 6.932, -1.862)
H (2.825, 5.260, -2.198)
H (-0.346, 3.598, 0.014)
H (-0.563, 4.588, 1.197)
C (-1.440, -3.087, -4.114)
O (-2.598, -3.487, -4.124)
N (-0.500, -3.597, -3.185)
N (-1.074, -2.040, -4.965)
H (0.421, -3.162, -2.989)
H (-0.802, -4.262, -2.544)
H (-1.797, -1.989, -5.717)
H (-0.124, -1.817, -5.214)
C (0.817, -4.093, 5.936)
O (1.688, -3.419, 5.394)
N (0.153, -3.692, 7.060)
N (0.447, -5.354, 5.422)
H (0.550, -2.936, 7.652)
H (-0.551, -4.287, 7.447)
H (-0.374, -5.855, 5.766)
H (0.588, -5.399, 4.414)
C (6.354, -3.220, 0.737)
O (5.349, -3.656, 1.315)
N (6.483, -3.113, -0.597)
N (7.526, -2.890, 1.427)
H (7.385, -3.037, -1.024)
H (5.818, -3.577, -1.134)
H (7.282, -2.548, 2.363)
H (7.925, -2.109, 0.922)
C (0.839, 4.323, 3.675)
O (0.855, 5.275, 2.952)
N (0.526, 4.345, 5.013)
N (1.013, 2.994, 3.214)
H (0.747, 3.528, 5.552)
H (0.252, 5.215, 5.438)
H (1.169, 2.277, 3.937)
H (1.515, 2.821, 2.294)
C (1.328, 0.244, 0.505)
O (2.542, 0.268, 0.195)
N (0.277, 0.538, -0.322)
N (0.848, 0.008, 1.745)
H (-0.671, 0.439, -0.062)
H (0.496, 0.766, -1.252)
H (1.434, -0.372, 2.423)
H (-0.114, -0.368, 1.694)
C (-4.064, 3.123, -4.493)
O (-4.364, 2.746, -5.604)
N (-4.830, 3.958, -3.751)
N (-2.879, 2.629, -3.880)
H (-5.764, 4.064, -4.031)
H (-4.765, 3.869, -2.749)
H (-2.376, 3.307, -3.217)
H (-2.391, 2.064, -4.551)
C (1.162, 0.129, 5.863)
O (1.054, 1.281, 6.160)
N (0.372, -0.420, 4.847)
N (1.960, -0.791, 6.559)
H (-0.437, 0.173, 4.675)
H (0.140, -1.429, 4.835)
H (1.977, -1.775, 6.256)
H (2.550, -0.420, 7.317)
C (2.797, -3.481, -1.559)
O (2.544, -3.834, -2.719)
N (3.012, -4.329, -0.503)
N (2.885, -2.134, -1.204)
H (3.739, -3.972, 0.138)
H (3.085, -5.260, -0.697)
H (3.011, -1.816, -0.244)
H (2.747, -1.469, -1.979)
C (6.232, 0.329, 2.324)
O (7.428, 0.394, 2.192)
N (5.385, 0.678, 1.355)
N (5.650, -0.212, 3.476)
H (5.752, 0.696, 0.403)
H (4.393, 0.543, 1.507)
H (4.671, -0.601, 3.501)
H (6.277, -0.736, 4.064)
C (-3.435, 1.930, 1.828)
O (-4.304, 1.082, 2.149)
N (-3.720, 3.075, 1.213)
N (-2.141, 1.756, 2.118)
H (-4.662, 3.127, 0.862)
H (-2.907, 3.534, 0.841)
H (-1.900, 0.896, 2.562)
H (-1.436, 2.412, 2.082)
C (-6.842, 2.467, 0.855)
O (-7.018, 3.472, 0.182)
N (-6.726, 1.167, 0.326)
N (-6.782, 2.563, 2.244)
H (-6.525, 1.246, -0.702)
H (-6.036, 0.592, 0.780)
H (-6.711, 3.562, 2.449)
H (-6.084, 1.962, 2.713)

## Properties
- frontier orbital gap (eV) = 8.89
- charge = 0
- M (g mol⁻¹) = 1053.2
- energy (Ha) = -3787.1047

---

Question: The highest energy belongs to which entry?
Answer: C8H13N4

---

Question: The highest charge belongs to which entry?
Answer: C8H13N4

---

Copy entry 1 word for word.
Density functional theory data (ωB97M-V/def2-TZVPD) for a structure of composition C10H18N2O5 in a non-equilibrium geometry.

Geometry (Å):
C (0.107, 0.445, 1.802)
C (0.525, -0.544, 0.671)
C (-1.060, -0.350, 2.344)
C (-1.638, 0.387, 3.519)
C (-1.925, 1.836, 3.154)
C (-0.810, 0.457, 4.684)
C (1.052, -0.479, -1.790)
C (2.480, -0.658, -2.461)
C (0.056, 0.253, -2.765)
C (-1.347, -0.022, -2.423)
H (-0.945, 1.823, 0.525)
H (-0.529, 2.541, 2.002)
H (1.034, 0.251, 2.343)
H (-1.887, -0.548, 1.526)
H (-0.620, -1.382, 2.661)
H (-2.677, 0.138, 3.835)
H (-0.917, 2.691, 3.649)
H (-2.110, 2.176, 1.804)
H (-2.961, 1.709, 3.969)
H (0.112, 1.265, 4.922)
H (-0.298, -0.632, 4.619)
H (-1.453, -0.068, 5.731)
H (0.977, 1.188, -0.485)
H (0.707, -1.588, -1.759)
H (0.022, -0.306, -3.691)
H (-0.041, 1.290, -2.598)
H (-3.156, -1.027, -2.866)
H (3.190, -1.069, -0.696)
N (-0.115, 1.815, 1.210)
N (1.084, 0.172, -0.442)
O (0.329, -1.756, 0.820)
O (2.552, -0.614, -3.691)
O (-1.850, 0.406, -1.311)
O (-2.059, -1.007, -3.097)
O (3.545, -0.817, -1.633)

## Properties
- frontier orbital gap (eV) = 9.53
- charge = 0
- ΔE to the lowest compared entry with this formula, charge and spin (kcal per mole) = 237.7
- M (g mol⁻¹) = 246.3
- energy (Ha) = -877.2608